# 1
{
  "formula": "C16H40BO3",
  "method": "the ωB97M-V functional and the def2-TZVPD basis",
  "total_charge": -1,
  "e_lumo_ev": 2.641,
  "multiplicity": 1,
  "e_homo_ev": -4.509,
  "gap_ev": 7.1,
  "species": ["B", "C", "O", "C", "O", "C", "C", "O", "H", "H", "H", "H", "H", "H", "H", "H", "H", "H", "H", "H", "C", "C", "C", "C", "C", "C", "H", "H", "H", "H", "H", "H", "H", "H", "H", "H", "H", "H", "H", "H", "C", "C", "C", "C", "C", "C", "H", "H", "H", "H", "H", "H", "H", "H", "H", "H", "H", "H", "H", "H"],
  "positions_angstrom": [[-1.477, 4.495, -1.059], [-0.340, 3.283, -1.178], [0.148, 3.055, -2.547], [-0.894, 2.515, -3.433], [-0.319, 1.341, -4.167], [-1.118, 0.125, -3.898], [-0.963, -0.461, -2.368], [0.256, -1.305, -2.178], [-1.179, 5.403, -1.743], [-2.500, 4.005, -1.390], [-1.627, 4.803, 0.088], [0.594, 3.677, -0.547], [-0.715, 2.323, -0.619], [-1.166, 3.335, -4.257], [-1.863, 2.141, -2.893], [-2.253, 0.270, -4.147], [-0.725, -0.734, -4.621], [-1.030, 0.369, -1.532], [-1.882, -1.189, -2.163], [0.934, -0.950, -2.849], [0.130, -4.920, -2.901], [0.629, -4.985, -1.466], [1.968, -4.276, -1.257], [3.151, -4.859, -2.042], [3.444, -6.339, -1.784], [3.832, -6.634, -0.342], [0.812, -5.427, -3.590], [-0.845, -5.407, -2.984], [0.019, -3.882, -3.230], [0.694, -6.030, -1.148], [-0.119, -4.512, -0.818], [2.205, -4.282, -0.187], [1.859, -3.220, -1.534], [4.046, -4.272, -1.801], [2.979, -4.717, -3.115], [4.270, -6.647, -2.435], [2.584, -6.955, -2.069], [4.716, -6.056, -0.051], [4.068, -7.695, -0.226], [3.020, -6.395, 0.351], [-2.122, 5.657, 4.913], [-2.366, 4.159, 4.999], [-1.081, 3.343, 5.152], [-0.092, 3.447, 3.984], [-0.650, 3.051, 2.615], [-1.088, 1.596, 2.542], [-1.530, 5.922, 4.031], [-3.073, 6.192, 4.844], [-1.594, 6.020, 5.801], [-2.928, 3.829, 4.120], [-3.007, 3.962, 5.867], [-1.350, 2.292, 5.308], [-0.566, 3.659, 6.069], [0.776, 2.816, 4.211], [0.291, 4.473, 3.923], [0.130, 3.216, 1.863], [-1.485, 3.704, 2.338], [-0.255, 0.925, 2.777], [-1.440, 1.359, 1.534], [-1.907, 1.385, 3.237]],
  "forces_ev_per_a": [[0.575, -1.522, 0.147], [0.810, 1.047, 2.138], [-2.346, -1.674, -0.846], [0.486, 0.675, -0.106], [-2.056, -0.700, 1.267], [0.462, -0.818, 0.209], [-1.079, -0.308, 0.146], [-0.111, 1.999, -2.001], [0.309, 0.900, -0.587], [-1.189, -0.260, -0.561], [0.130, 0.252, 0.723], [-1.457, -1.165, -1.551], [0.823, 1.084, -1.255], [0.618, -1.813, 1.788], [1.891, 1.061, -0.673], [2.002, -0.047, 0.553], [-0.696, 1.891, 1.437], [0.405, -1.444, -1.880], [1.915, 1.422, -0.544], [-1.486, -0.595, 1.610], [-0.096, -0.053, -0.170], [-0.017, 0.220, 0.056], [0.114, 0.079, 0.101], [-0.121, -0.032, -0.111], [0.099, 0.150, -0.100], [-0.064, -0.147, 0.086], [-0.053, 0.036, 0.032], [0.040, 0.031, -0.070], [0.047, -0.085, 0.077], [0.039, -0.018, 0.039], [0.139, -0.054, -0.042], [0.009, 0.009, -0.076], [-0.074, -0.164, 0.065], [-0.053, -0.060, -0.012], [0.009, 0.006, 0.089], [-0.088, 0.000, -0.006], [0.028, 0.073, 0.011], [-0.104, -0.028, 0.011], [0.018, 0.067, 0.085], [0.119, -0.003, -0.051], [-0.047, 0.151, -0.144], [0.033, -0.056, 0.146], [0.031, -0.163, -0.038], [-0.039, 0.100, -0.040], [0.121, 0.072, 0.082], [-0.121, -0.026, -0.073], [-0.076, -0.026, 0.110], [0.094, 0.040, -0.002], [0.002, -0.017, -0.059], [0.077, -0.020, 0.017], [0.026, -0.047, -0.083], [0.032, 0.058, -0.025], [-0.060, 0.010, -0.015], [-0.037, 0.022, 0.008], [-0.033, -0.074, 0.016], [-0.195, 0.078, 0.042], [0.170, -0.054, -0.054], [-0.067, -0.004, 0.013], [0.039, -0.010, 0.096], [0.052, -0.044, -0.026]],
  "lowdin_charge": [-0.48, -0.31, -0.20, -0.20, -0.19, -0.20, -0.19, -0.16, -0.02, -0.03, -0.03, 0.10, 0.07, 0.16, 0.13, 0.12, 0.13, 0.11, 0.13, 0.11, -0.11, -0.27, -0.22, -0.23, -0.28, -0.12, 0.06, 0.07, 0.06, 0.09, 0.11, 0.10, 0.10, 0.11, 0.10, 0.10, 0.10, 0.07, 0.07, 0.07, -0.12, -0.28, -0.24, -0.23, -0.27, -0.11, 0.07, 0.07, 0.07, 0.10, 0.10, 0.10, 0.10, 0.10, 0.10, 0.10, 0.09, 0.07, 0.06, 0.06]
}

---

# 2
{
  "formula": "C4H30O11",
  "method": "the ωB97M-V functional and the def2-TZVPD basis",
  "total_charge": 0,
  "e_lumo_ev": -0.015,
  "multiplicity": 1,
  "e_homo_ev": -10.256,
  "smiles": "CCO.CCO.O.O.O.O.O.O.O.O.O",
  "gap_ev": 10.2,
  "species": ["C", "C", "O", "H", "H", "H", "H", "H", "H", "C", "C", "O", "H", "H", "H", "H", "H", "H", "O", "H", "H", "O", "H", "H", "O", "H", "H", "O", "H", "H", "O", "H", "H", "O", "H", "H", "O", "H", "H", "O", "H", "H", "O", "H", "H"],
  "positions_angstrom": [[12.243, 8.954, 17.484], [11.801, 8.884, 15.993], [12.668, 9.459, 15.072], [11.598, 8.321, 18.093], [12.380, 9.944, 17.919], [13.239, 8.512, 17.530], [10.831, 9.359, 15.841], [11.696, 7.866, 15.617], [12.500, 8.965, 14.266], [12.878, 10.832, 10.516], [13.105, 10.970, 11.996], [13.872, 12.164, 12.267], [12.550, 11.711, 9.962], [12.106, 10.081, 10.347], [13.787, 10.422, 10.078], [13.637, 10.093, 12.365], [12.159, 11.175, 12.497], [14.050, 12.248, 13.206], [11.855, 6.812, 10.164], [11.821, 5.864, 10.297], [10.945, 7.064, 10.005], [8.018, 9.140, 13.851], [8.722, 9.061, 13.207], [7.214, 9.068, 13.337], [9.643, 11.686, 14.065], [9.476, 10.744, 14.055], [9.918, 11.872, 14.963], [9.452, 11.442, 11.249], [9.554, 11.727, 12.157], [10.298, 11.632, 10.842], [9.805, 8.289, 8.783], [9.393, 7.448, 8.587], [9.117, 8.800, 9.208], [8.254, 6.440, 11.510], [8.668, 5.692, 11.079], [8.957, 7.082, 11.604], [7.793, 10.061, 9.669], [7.298, 9.633, 10.367], [8.431, 10.608, 10.128], [12.527, 7.835, 12.621], [13.266, 7.477, 13.113], [12.685, 7.563, 11.717], [9.990, 8.504, 12.170], [10.039, 9.274, 11.604], [10.898, 8.334, 12.422]],
  "forces_ev_per_a": [[0.686, -0.608, -1.270], [-1.011, -0.203, 0.878], [1.363, 0.816, -0.391], [-0.154, 0.264, -0.001], [-0.528, 0.129, -0.288], [0.110, -0.175, 0.057], [-0.425, -0.003, 0.423], [-0.361, -0.531, 0.928], [0.217, 0.476, -0.352], [0.218, -0.730, -0.296], [-0.019, 1.709, 0.462], [0.320, -0.185, -0.706], [0.262, 0.302, 0.344], [-0.067, -0.264, 0.000], [-0.032, 0.259, -0.368], [-0.334, 0.006, 0.182], [-0.244, -0.801, 0.297], [-0.132, -0.246, 0.088], [0.628, -0.290, 0.174], [0.133, -0.317, 0.032], [-0.466, 0.719, -0.325], [-0.381, 0.434, 0.646], [0.458, -0.598, -0.361], [-0.273, -0.018, 0.035], [0.203, 0.258, -0.329], [-0.454, -0.452, 0.194], [0.126, 0.191, 0.144], [0.261, -0.332, -0.439], [-0.114, 0.336, 0.844], [0.328, 0.196, -0.227], [0.913, -0.564, 0.066], [-0.265, -0.137, -0.275], [-0.854, 0.582, 0.092], [-0.464, -0.356, -0.255], [-0.066, -0.278, -0.054], [0.417, 0.543, 0.291], [-0.230, -0.706, -0.651], [-0.255, -0.094, 0.166], [0.148, 0.629, 0.495], [0.370, 0.104, 0.749], [0.199, -0.124, 0.304], [-0.289, -0.271, -1.002], [-0.499, 0.176, -0.277], [-0.095, 0.517, -0.431], [0.653, -0.365, 0.408]],
  "lowdin_charge": [-0.06, -0.32, -0.08, 0.07, 0.07, 0.07, 0.10, 0.11, 0.02, -0.08, -0.31, -0.08, 0.08, 0.06, 0.08, 0.10, 0.09, 0.08, -0.04, 0.06, -0.01, -0.05, -0.04, 0.04, -0.04, 0.00, 0.06, -0.02, 0.02, 0.05, -0.05, 0.04, -0.02, -0.05, 0.02, -0.03, -0.04, 0.05, -0.02, -0.05, 0.08, 0.03, -0.04, 0.04, 0.01]
}